1.
{
  "formula": "C4H21N2O8",
  "method": "wB97M-V/def2-TZVPD",
  "gap_ev": 8.71,
  "molar_mass_g_mol": 225.2,
  "e_lumo_ev": 3.1,
  "total_charge": -1,
  "relative_energy_ev": 2.140,
  "homo_energy_ha": -0.2059,
  "species": ["C", "O", "C", "C", "C", "N", "O", "N", "H", "H", "H", "H", "H", "H", "H", "H", "H", "H", "H", "O", "H", "H", "O", "H", "H", "O", "H", "H", "O", "H", "H", "O", "H", "H", "O"],
  "xyz": [[0.107547, -2.193223, -1.889167], [1.033568, -2.490578, -0.886724], [-1.197942, -1.547288, -1.265308], [-1.114077, -0.039562, -1.530198], [-2.355651, 0.882189, -1.257781], [-2.722277, 1.056835, 0.040214], [-2.882064, 1.441878, -2.200963], [-1.266611, -1.746977, 0.163276], [-0.183148, -3.153000, -2.331017], [0.448928, -1.577774, -2.724366], [-2.098314, -1.946941, -1.742648], [-0.917667, 0.357140, -2.525376], [-0.369180, 0.312143, -0.807285], [-3.444341, 1.709961, 0.255856], [-1.973210, 0.859258, 0.677890], [-1.052853, -0.896125, 0.639610], [-0.779573, -2.560084, 0.448663], [-0.971975, 0.478702, 2.977307], [-1.722446, -0.767073, 2.562053], [-1.556804, -0.208732, 3.292799], [2.479709, -0.232956, -0.851807], [2.801347, 1.188491, -1.144463], [2.436947, 0.417336, -1.541968], [3.955168, 0.575602, 2.005757], [2.851057, 1.607585, 1.976076], [3.799921, 1.498308, 1.889039], [0.653159, 2.811661, -1.384985], [0.132356, 2.269141, 0.075369], [0.774488, 2.789483, -0.455259], [0.657186, 0.242883, 1.292991], [0.398213, 1.721892, 2.248004], [0.066491, 1.142019, 1.544184], [1.208975, -1.684524, -0.290395], [1.426957, -1.472148, 1.743294], [1.376113, -0.845522, 0.997331]],
  "atomic_forces_ev_per_a": [[-1.2, -0.7, 0.6], [0.6, 0.3, -0.6], [0.4, 0.7, -0.9], [-1.2, 1.6, 1.1], [0.6, -0.8, -0.2], [0.5, -0.6, -0.7], [-0.6, 0.2, 0.0], [-2.1, 0.1, -0.7], [0.0, -0.1, 0.0], [0.4, 0.3, 0.2], [0.1, -0.2, -0.2], [0.7, -0.9, -0.2], [0.4, 0.1, -0.5], [-0.1, 0.4, 0.2], [-0.2, 0.3, 0.8], [0.8, -0.3, 0.5], [0.8, -0.2, 0.5], [0.3, 0.1, -0.7], [-0.2, -0.9, -1.3], [-0.5, 0.4, 2.1], [-0.1, -0.6, 0.8], [0.2, 1.1, 0.6], [-0.2, -0.4, -1.3], [-0.1, -1.1, 0.0], [-0.2, -0.2, -0.2], [0.2, 1.2, 0.0], [-0.7, -0.5, -1.0], [0.5, 0.0, -0.7], [0.6, 0.7, 1.7], [0.8, -0.3, 0.5], [0.2, -0.5, -0.5], [-0.8, 0.7, 0.2], [-0.3, -0.7, 0.1], [-0.1, 0.5, -0.6], [0.5, 0.4, 0.7]]
}

***

2.
{
  "formula": "C16H23F3MoN4S5",
  "method": "wB97M-V/def2-TZVPD",
  "gap_ev": [6.97, 6.36],
  "molar_mass_g_mol": 584.7,
  "e_lumo_ev": [-7.2, -7.9],
  "total_charge": 2,
  "relative_energy_ev": 0.246,
  "homo_energy_ha": [-0.5223, -0.5244],
  "spin_multiplicity": 3,
  "species": ["Mo", "C", "C", "S", "C", "C", "S", "C", "C", "S", "C", "C", "S", "H", "H", "H", "H", "H", "H", "H", "H", "H", "H", "H", "H", "H", "H", "H", "H", "N", "C", "S", "N", "N", "C", "C", "C", "C", "C", "C", "N", "H", "H", "H", "H", "H", "H", "H", "F", "C", "F", "F"],
  "xyz": [[0.464923, 0.206873, 0.666552], [-0.529339, -1.861024, -2.177108], [-1.514015, -2.307635, -1.122163], [-1.845838, -1.035273, 0.143007], [-3.473503, -0.412364, -0.409300], [-3.567543, 0.148305, -1.820770], [-3.004946, 1.874686, -1.927687], [-1.498092, 1.852350, -2.962497], [-0.395149, 2.715022, -2.358957], [0.850844, 1.949976, -1.257710], [2.008544, 1.176774, -2.427434], [1.676274, -0.251251, -2.822813], [1.051602, -1.295800, -1.448121], [-0.935274, -1.045765, -2.771640], [-0.278912, -2.694385, -2.834228], [-1.166440, -3.194171, -0.595143], [-2.469136, -2.555943, -1.584313], [-3.752770, 0.332857, 0.335134], [-4.131749, -1.274868, -0.295639], [-4.621674, 0.165156, -2.098225], [-3.045613, -0.458550, -2.559212], [-1.780798, 2.282721, -3.922827], [-1.179621, 0.825326, -3.127668], [-0.814787, 3.527869, -1.768587], [0.219732, 3.155357, -3.143851], [2.975063, 1.233816, -1.934878], [2.044761, 1.811681, -3.312527], [2.574440, -0.750169, -3.183530], [0.920495, -0.290424, -3.604835], [-0.611215, 4.202561, 2.386997], [-0.305605, 2.926663, 2.200394], [-1.166390, 2.026926, 0.939278], [0.560254, 2.313066, 2.938348], [0.711598, 1.022815, 2.607033], [1.102678, 0.226065, 3.543577], [1.191396, -1.164590, 3.208455], [1.593887, -2.131463, 4.118030], [1.629120, -3.456172, 3.723435], [1.247401, -3.772262, 2.424647], [0.862804, -2.759405, 1.574197], [0.829662, -1.466134, 1.935395], [-1.341496, 4.644062, 1.857964], [-0.184593, 4.709855, 3.147968], [1.323691, 0.610405, 4.531426], [1.873652, -1.830420, 5.118257], [1.949080, -4.229765, 4.407987], [1.253024, -4.794250, 2.074395], [0.587335, -2.989634, 0.556837], [3.255440, -0.257954, -0.207220], [2.619789, 0.476406, 0.767991], [2.997763, 1.758168, 0.563519], [3.239247, 0.103911, 1.908061]],
  "atomic_forces_ev_per_a": [[-1.5, 1.2, -1.5], [0.2, 0.0, 0.0], [0.1, 0.1, 0.2], [0.0, -0.2, 0.0], [0.1, 0.1, -0.1], [0.2, 0.3, 0.1], [0.1, -0.1, 0.0], [-0.3, 0.0, 0.1], [-0.1, -0.3, 0.1], [0.2, -0.1, -0.1], [-0.1, 0.1, 0.2], [0.1, -0.1, 0.1], [-0.3, 0.0, 0.1], [0.0, -0.1, 0.0], [0.0, 0.0, -0.1], [-0.1, 0.0, 0.0], [0.0, -0.1, 0.0], [0.0, 0.0, 0.0], [0.0, 0.0, 0.1], [0.0, -0.1, 0.0], [-0.1, 0.0, 0.0], [0.1, -0.1, -0.1], [0.0, 0.1, -0.1], [0.0, 0.0, 0.0], [0.0, 0.1, 0.0], [0.0, 0.0, -0.1], [0.1, 0.0, 0.0], [0.0, 0.0, -0.1], [0.0, 0.0, 0.0], [0.0, 0.1, 0.1], [-0.2, -0.6, -0.4], [0.1, -0.1, 0.0], [0.4, 0.9, 0.6], [0.1, -0.7, 0.4], [-0.1, 0.5, -0.1], [0.1, -0.5, 0.0], [-0.1, 0.2, 0.0], [0.0, -0.1, -0.2], [0.1, 0.0, 0.2], [0.0, 0.0, -0.1], [0.2, -0.6, 0.4], [0.0, 0.0, 0.0], [0.0, 0.0, 0.0], [0.0, 0.0, 0.0], [0.0, 0.0, 0.0], [0.0, 0.0, 0.0], [0.0, 0.0, 0.0], [0.0, 0.0, 0.0], [0.0, 0.0, 0.1], [1.0, 0.1, 0.0], [-0.1, -0.1, 0.0], [-0.1, -0.1, -0.1]]
}

***

3.
{
  "formula": "C3H2O3",
  "method": "wB97M-V/def2-TZVPD",
  "gap_ev": 9.16,
  "molar_mass_g_mol": 86.0,
  "e_lumo_ev": -0.5,
  "total_charge": 0,
  "relative_energy_ev": 3.676,
  "homo_energy_ha": -0.3541,
  "species": ["O", "C", "C", "O", "C", "O", "H", "H"],
  "xyz": [[-2.558770, 0.817779, 0.215627], [-1.443853, 0.726028, 0.678845], [-0.428016, -0.186304, 0.141131], [0.476892, 0.359033, -0.611210], [1.443133, -0.722049, -0.658933], [2.470733, -0.620561, -0.088649], [-1.139133, 1.187836, 1.645757], [1.030175, -1.558024, -1.229815]],
  "atomic_forces_ev_per_a": [[0.4, 0.1, 0.2], [-0.5, 0.0, -0.2], [-0.1, 0.1, 0.0], [-0.3, -0.2, 0.5], [0.9, -0.2, 0.2], [-0.5, 0.0, -0.6], [-0.1, 0.0, -0.1], [0.1, 0.1, 0.0]]
}

***

4.
{
  "formula": "C4H6O",
  "method": "wB97M-V/def2-TZVPD",
  "gap_ev": [7.86, 7.86],
  "molar_mass_g_mol": 70.1,
  "e_lumo_ev": [-0.4, -0.4],
  "total_charge": 0,
  "relative_energy_ev": 4.321,
  "homo_energy_ha": [-0.3037, -0.3036],
  "species": ["C", "C", "C", "C", "O", "H", "H", "H", "H", "H", "H"],
  "xyz": [[-0.686242, 0.562617, 0.324584], [-0.051170, 0.856316, -0.967816], [-1.016098, -0.487619, 1.153802], [1.110558, 0.034068, -1.135383], [-1.842307, -0.289933, 2.261796], [-1.111254, 1.367378, 0.843979], [-0.893650, -1.422549, 0.740114], [0.955403, -0.614530, -1.989460], [1.511498, -0.672031, -0.316793], [1.932634, 0.551855, -1.538445], [-1.813665, 0.560034, 2.667577]],
  "atomic_forces_ev_per_a": [[0.1, -0.2, 0.6], [-1.3, -0.7, 2.2], [-0.6, 3.6, -0.7], [1.1, -2.6, 0.9], [1.0, -2.8, -1.5], [-0.6, 2.1, 0.0], [-0.1, -2.6, 0.3], [-0.5, -0.3, -0.6], [-0.7, 1.1, -0.7], [1.2, 1.1, -0.4], [0.4, 1.3, -0.1]]
}

***

5.
{
  "formula": "CH2NOPS",
  "method": "wB97M-V/def2-TZVPD",
  "gap_ev": [7.88, 6.71],
  "molar_mass_g_mol": 107.1,
  "e_lumo_ev": [-1.0, -1.7],
  "total_charge": 0,
  "relative_energy_ev": 2.128,
  "homo_energy_ha": [-0.3249, -0.3094],
  "species": ["C", "N", "O", "P", "S", "H", "H"],
  "xyz": [[-0.110612, 1.046863, 0.547308], [0.276034, -1.042340, -0.501209], [0.244696, -0.232470, 0.695966], [-0.165973, 2.035472, -0.809809], [-1.090680, -1.704825, -1.195039], [-0.206620, 1.508648, 1.426129], [1.053155, -1.611348, -0.163346]],
  "atomic_forces_ev_per_a": [[0.8, -0.5, -4.4], [0.0, -0.3, 0.5], [-1.0, -0.5, 0.3], [-0.2, -0.4, 0.1], [1.2, 0.8, 0.8], [-0.5, 1.5, 3.8], [-0.3, -0.5, -1.1]]
}

***

6.
{
  "formula": "C5H11N2S2",
  "method": "wB97M-V/def2-TZVPD",
  "gap_ev": 9.13,
  "molar_mass_g_mol": 163.3,
  "e_lumo_ev": -3.4,
  "total_charge": 1,
  "relative_energy_ev": 1.150,
  "homo_energy_ha": -0.4587,
  "species": ["C", "C", "C", "C", "C", "N", "N", "S", "S", "H", "H", "H", "H", "H", "H", "H", "H", "H", "H", "H"],
  "xyz": [[2.057391, 0.625901, 0.432204], [0.728220, -1.246514, -0.469543], [-0.084337, -0.019271, -0.050766], [-0.801660, 0.840362, -1.185747], [-2.787867, -1.198029, 0.254107], [0.751525, 0.897856, 0.587401], [2.964773, 1.340854, 1.029119], [2.392859, -0.681374, -0.633163], [-1.388172, -0.533661, 1.185940], [0.615105, -2.027957, 0.401254], [0.402817, -1.767312, -1.332420], [-1.601541, 1.325772, -0.786287], [-1.010046, 0.214539, -2.107124], [-0.070159, 1.669189, -1.337639], [-3.263310, -1.904539, 0.916685], [-2.335296, -1.938108, -0.444978], [-3.563484, -0.553644, -0.058351], [0.449555, 1.590168, 1.153318], [2.576447, 2.161730, 1.655488], [3.967179, 1.204030, 0.790506]],
  "atomic_forces_ev_per_a": [[-1.3, 0.3, 0.0], [-0.8, -1.2, 2.9], [-4.4, -0.3, -1.8], [3.6, -2.0, -1.3], [1.7, -2.1, 0.1], [4.2, -3.2, -0.8], [0.4, 2.4, 1.5], [1.1, 0.1, -0.1], [0.1, 0.4, 0.5], [0.6, 1.4, -1.6], [-0.4, 0.0, -1.1], [-2.7, 0.9, 0.9], [0.1, 1.1, 1.1], [-0.5, -0.7, -0.9], [-0.1, 0.0, 0.8], [-0.7, 1.0, -0.3], [-0.3, 1.0, -0.9], [-1.4, 2.6, 2.1], [1.8, -2.1, -1.7], [-1.2, 0.5, 0.7]]
}

***

Question: What is the formula in the third record?
Answer: C3H2O3